# 1
The following is a DFT calculation (the ωB97M-V functional and the def2-TZVPD basis) of C33H53CaN4O2P2 as an isolated structure.

Geometry as ORCA input:
```
! wB97M-V def2-TZVPD RIJCOSX def2/J DEFGRID3
* xyz 1 1
C 1.0221 -1.7554 -1.7370
C 0.5771 0.4826 -2.2918
C 1.3920 -2.0655 -3.0424
C 1.1008 0.2471 -3.5912
C 1.5001 -1.0218 -3.9666
H 1.6000 -3.1038 -3.2907
H 1.1581 1.0966 -4.2693
H 1.8870 -1.2196 -4.9644
N 0.7291 -0.5046 -1.3445
P 1.3307 -2.2959 1.0002
P -1.1695 2.5076 -0.8905
C 0.8404 -2.8635 -0.6906
H -0.2316 -3.1269 -0.6598
H 1.3706 -3.7769 -0.9977
C -1.3946 0.9163 3.1860
O -2.3877 0.9678 3.7586
C -0.0559 1.7424 -1.9985
H 0.2996 2.5172 -2.6968
C -2.7461 2.7018 -2.0068
C -0.3665 4.2396 -0.4291
C 0.4319 -3.5086 2.1476
C 3.2202 -2.5383 0.9073
C -3.9467 2.5238 -1.0592
H -3.9736 3.3115 -0.2930
H -4.8738 2.5854 -1.6475
H -3.9250 1.5523 -0.5523
C -2.8318 4.0569 -2.7122
H -2.8657 4.9052 -2.0184
H -2.0152 4.1994 -3.4312
H -3.7711 4.0716 -3.2873
C -2.7492 1.6127 -3.0831
H -3.7041 1.6460 -3.6286
H -1.9337 1.7431 -3.8028
H -2.6571 0.6193 -2.6398
C -1.4114 5.0031 0.4062
H -1.6811 4.4413 1.3116
H -0.9837 5.9660 0.7225
H -2.3368 5.2161 -0.1437
C 0.8670 3.9705 0.4473
H 0.6085 3.4638 1.3903
H 1.6419 3.3947 -0.0783
H 1.3207 4.9351 0.7253
C 0.0839 5.0526 -1.6453
H -0.7371 5.3416 -2.3083
H 0.5391 5.9845 -1.2741
H 0.8467 4.5318 -2.2359
C 3.7969 -2.4525 2.3316
H 4.8957 -2.4847 2.2669
H 3.5216 -1.5080 2.8241
H 3.4839 -3.2884 2.9720
C 3.8036 -1.3794 0.0727
H 3.4922 -1.4195 -0.9783
H 3.5302 -0.3951 0.4823
H 4.9027 -1.4525 0.0976
C 3.6220 -3.8587 0.2411
H 4.7155 -3.9563 0.3185
H 3.1809 -4.7364 0.7245
H 3.3697 -3.8784 -0.8259
C -1.0597 -3.5730 1.7556
H -1.2202 -4.1338 0.8257
H -1.6095 -4.0985 2.5520
H -1.5031 -2.5726 1.6446
C 0.5387 -2.9781 3.5910
H 0.0545 -1.9972 3.7017
H 0.0233 -3.6848 4.2579
H 1.5771 -2.8876 3.9342
C 1.0530 -4.9054 2.0596
H 1.0406 -5.3043 1.0363
H 2.0781 -4.9346 2.4529
H 0.4538 -5.5870 2.6834
Ca 0.5284 0.5451 0.8575
N -1.6453 0.0862 0.2679
C -2.2617 -0.4258 -0.6098
C -3.2416 -1.3458 -1.1134
C -4.1924 -1.8530 -0.2030
C -3.2892 -1.7655 -2.4622
C -5.2379 -2.6626 -0.6541
H -4.1148 -1.6019 0.8594
C -4.3571 -2.5506 -2.9087
H -2.4972 -1.4718 -3.1556
C -5.3448 -2.9729 -2.0131
H -5.9755 -3.0482 0.0544
H -4.4200 -2.8324 -3.9626
H -6.1950 -3.5532 -2.3726
C 2.0703 2.2155 4.4781
N 3.2657 2.2736 3.6410
C 3.3422 1.8391 2.3800
N 4.5311 2.0047 1.7494
O 2.3757 1.2783 1.7607
H 1.2463 1.7279 3.9445
H 1.7651 3.2304 4.7639
H 2.2874 1.6500 5.3924
H 4.1045 2.7170 4.0031
H 4.5913 1.7515 0.7733
H 5.3045 2.4646 2.2130
*
```

As for the relative energy (zero: lowest compared OMol25 entry of this formula, charge and spin): 0.756 eV.

***

# 2
The following is a DFT calculation (the ωB97M-V functional and the def2-TZVPD basis) of C33H54BN6S3Sb2Ti as an isolated structure.

Geometry as ORCA input:
```
! wB97M-V def2-TZVPD RIJCOSX def2/J DEFGRID3
* xyz 3 1
Ti 0.2444 0.0753 -0.0330
C -1.1840 3.4997 -3.3128
C -0.9204 2.5901 -4.5045
C 0.5053 2.8070 -5.0110
C -1.9539 2.8974 -5.5905
N -1.0520 1.1025 -4.1661
C -0.9773 0.1755 -5.1899
C -1.1061 -1.0481 -4.6461
N -1.2455 -0.8917 -3.2821
B -1.4930 -2.1699 -2.4183
N -0.1667 -2.8982 -2.0458
C -0.1417 -4.2765 -2.0727
C 1.1394 -4.6702 -1.9220
N 1.9129 -3.5307 -1.7995
C 1.0937 -2.4641 -1.8729
S 1.5879 -0.7830 -1.7587
C 3.4372 -3.5427 -1.7505
C 3.9504 -2.9947 -3.0809
C 3.9267 -2.7103 -0.5596
C 3.9107 -4.9815 -1.5682
N -2.4504 -1.9187 -1.2012
C -3.8030 -1.9042 -1.4600
C -4.4495 -1.8038 -0.2834
N -3.4974 -1.7700 0.7173
C -2.2858 -1.8161 0.1295
S -0.7131 -1.7727 0.9289
C -3.9516 -1.6260 2.1685
C -4.9572 -2.7457 2.4465
C -2.8027 -1.7567 3.1566
C -4.6060 -0.2483 2.2940
C -1.1985 0.4255 -3.0124
S -1.3210 1.1114 -1.4026
H -1.1402 4.5242 -3.6808
H -2.1767 3.3461 -2.8855
H -0.4283 3.3969 -2.5375
H 0.6409 3.8620 -5.2524
H 1.2366 2.5330 -4.2470
H 0.7112 2.2312 -5.9149
H -1.9422 3.9693 -5.7885
H -1.7376 2.3947 -6.5334
H -2.9601 2.6232 -5.2664
H -0.8609 0.4586 -6.2211
H -1.1233 -2.0183 -5.1173
H -2.0820 -2.9296 -3.1319
H -1.0334 -4.8652 -2.2218
H 1.5517 -5.6618 -1.8976
H 3.6178 -1.9682 -3.2497
H 5.0419 -2.9992 -3.0774
H 3.6115 -3.6180 -3.9116
H 4.0054 -1.6519 -0.8004
H 3.2603 -2.8393 0.2953
H 4.9172 -3.0596 -0.2662
H 3.6566 -5.6152 -2.4192
H 4.9971 -4.9664 -1.4988
H 3.5231 -5.4281 -0.6491
H -4.1951 -1.9904 -2.4619
H -5.5058 -1.7851 -0.0814
H -4.5159 -3.7273 2.2594
H -5.2462 -2.6994 3.4965
H -5.8706 -2.6511 1.8571
H -2.2934 -2.7185 3.0700
H -2.0750 -0.9536 3.0667
H -3.2316 -1.7058 4.1577
H -5.5105 -0.1716 1.6887
H -4.8918 -0.0759 3.3333
H -3.9177 0.5402 1.9810
C 4.5129 -0.3653 1.7338
Sb 2.6375 0.6120 1.4824
C 1.7459 -0.1856 3.2660
C 3.2651 2.5938 2.1338
C 2.7165 2.9107 3.4873
C 3.4731 2.6217 4.6212
C 2.9947 2.8963 5.8938
C 1.7453 3.4802 6.0422
C 0.9902 3.7800 4.9182
C 1.4543 3.4965 3.6344
C 0.6117 3.8710 2.4485
Sb -0.6561 2.2887 1.6683
C -2.0591 3.5605 0.6967
C -1.6674 1.9807 3.5190
H 5.1800 -0.1891 0.8945
H 4.3651 -1.4296 1.8872
H 4.9196 0.0885 2.6362
H 2.4445 -0.0182 4.0870
H 1.5867 -1.2568 3.1386
H 0.8003 0.2907 3.5141
H 2.9817 3.3061 1.3652
H 4.3516 2.5085 2.1375
H 4.4686 2.2014 4.5023
H 3.6034 2.6778 6.7623
H 1.3720 3.7270 7.0284
H 0.0322 4.2781 5.0378
H 1.1791 4.2803 1.6149
H -0.1482 4.6033 2.7281
H -2.5459 4.1520 1.4704
H -2.8034 2.9908 0.1463
H -1.5270 4.2188 0.0123
H -2.0240 2.9707 3.8023
H -0.9599 1.6214 4.2637
H -2.5055 1.2963 3.4350
*
```

***

Q: Which lowest unoccupied orbital energy values were calculated for the entries above? A: -2.31 -9.44, in eV.
Q: Which Kohn-Sham gap values were calculated for the entries above? A: 5.96 5.95, in eV.